# H20O10

10 unconnected molecules or ions with the total composition H20O10 at a distorted geometry (ωB97M-V with the def2-TZVPD basis set, the Open Molecules 2025 dataset).

Element x y z (Å)
H -1.367 0.294 0.720
H -0.022 0.187 0.021
H 2.238 -0.071 2.409
H 2.110 -1.195 1.393
H -3.618 -1.884 -1.628
H -2.258 -1.746 -0.964
H -0.581 -2.852 1.776
H -1.325 -2.793 0.452
H 1.180 3.360 -1.352
H 0.675 4.684 -0.802
H 0.308 -2.107 -0.392
H 1.427 -3.081 -0.724
H 3.634 -2.045 0.040
H 4.543 -2.576 -1.057
H -4.544 0.243 -1.790
H -4.233 0.325 -0.304
H -1.200 2.730 2.072
H -1.837 2.002 0.900
H 2.090 2.277 0.288
H 3.141 3.173 -0.345
O -0.663 0.832 0.340
O 1.904 -0.262 1.525
O -3.174 -1.980 -0.778
O -0.691 -2.305 0.989
O 1.398 4.298 -1.309
O 1.004 -2.274 -1.038
O 3.616 -2.517 -0.801
O -4.553 0.853 -1.044
O -1.906 2.112 1.855
O 2.704 2.321 -0.453

Computed properties:
F_max = 1.6 eV/A
total charge = 0
HOMO = -10.49 eV
structure (SMILES) = O.O.O.O.O.O.O.O.O.O
lowest unoccupied orbital energy = -0.13 eV